83
Properties=species:S:1:pos:R:3:lowdin_charge:R:1 method="wB97M-V/def2-TZVPD" homo_ev=-7.5 total_charge=0 total_energy_ev=-74150.8735 largest_force_ev_per_a=0.79 mol_weight_g_mol=873.960
Pb 1.156 -0.347 -0.649 1.65
C -0.943 0.340 2.011 -0.07
O 0.470 0.307 1.800 -0.21
C 1.279 0.222 2.891 -0.21
C 0.849 0.450 4.192 0.00
C 1.757 0.359 5.239 -0.07
C 3.086 0.036 5.011 -0.08
C 3.513 -0.204 3.717 0.00
C 2.617 -0.107 2.661 -0.16
N 2.971 -0.395 1.319 0.04
N 4.167 -0.408 1.037 0.17
C 4.321 -0.682 -0.365 -0.35
C 3.705 0.432 -1.241 -0.52
O 3.006 1.332 -0.675 -0.18
C 3.802 0.060 -2.550 -0.01
C 4.429 -1.274 -2.743 -0.22
C 5.785 -1.360 -2.104 -0.12
C 6.989 -1.704 -2.684 -0.01
C 8.134 -1.715 -1.891 -0.08
C 8.062 -1.405 -0.542 -0.08
C 6.844 -1.068 0.044 -0.01
C 5.717 -1.041 -0.753 -0.09
H -1.236 1.264 2.512 0.11
H -1.260 -0.531 2.588 0.12
H -1.388 0.309 1.023 0.03
H -0.182 0.695 4.398 0.11
H 1.409 0.541 6.247 0.11
H 3.781 -0.042 5.835 0.10
H 4.536 -0.479 3.503 0.11
H 3.338 0.605 -3.360 0.11
H 4.401 -1.642 -3.767 0.16
H 7.044 -1.953 -3.736 0.11
H 9.088 -1.972 -2.332 0.10
H 8.961 -1.424 0.061 0.10
H 6.785 -0.818 1.094 0.11
C -6.502 0.247 2.829 -0.05
C -5.508 -0.190 1.790 -0.27
C -5.393 -1.523 1.417 -0.03
C -4.475 -1.923 0.453 -0.05
C -3.651 -0.984 -0.143 -0.26
C -3.768 0.356 0.204 -0.07
C -4.685 0.746 1.162 -0.04
S -2.441 -1.484 -1.353 0.57
O -2.897 -2.758 -1.856 -0.30
O -2.304 -0.377 -2.268 -0.32
N -1.050 -1.602 -0.581 -0.25
C -0.700 -2.611 0.278 -0.41
C -1.430 -3.759 0.620 -0.01
C -0.879 -4.635 1.532 -0.06
C 0.379 -4.395 2.079 -0.07
C 1.049 -3.261 1.665 -0.13
N 0.525 -2.397 0.801 0.01
H -7.050 -0.603 3.233 0.07
H -7.227 0.946 2.408 0.08
H -6.006 0.754 3.659 0.08
H -6.037 -2.263 1.876 0.11
H -4.417 -2.957 0.143 0.10
H -3.145 1.082 -0.299 0.08
H -4.775 1.795 1.424 0.11
H -2.382 -3.956 0.153 0.09
H -1.429 -5.525 1.811 0.11
H 0.834 -5.072 2.788 0.10
H 2.044 -3.026 2.026 0.11
O 3.442 -1.843 -0.653 -0.14
O 3.613 -2.282 -2.017 -0.04
N -0.510 1.877 -0.898 0.14
C -1.398 2.316 -1.495 -0.29
N -2.395 2.807 -2.185 -0.09
C -3.336 3.765 -1.612 -0.15
C -3.300 5.065 -2.404 -0.18
C -3.520 4.791 -3.890 -0.20
C -2.497 3.789 -4.421 -0.18
C -2.538 2.501 -3.612 -0.14
H -3.079 3.914 -0.564 0.13
H -4.338 3.322 -1.654 0.13
H -2.328 5.543 -2.255 0.12
H -4.060 5.747 -2.017 0.11
H -3.471 5.722 -4.457 0.11
H -4.528 4.388 -4.037 0.12
H -1.492 4.216 -4.361 0.12
H -2.688 3.560 -5.471 0.11
H -1.751 1.804 -3.888 0.13
H -3.496 1.988 -3.750 0.13